The following is a DFT calculation (ωB97M-V with the def2-TZVPD basis set) of one molecule with the formula C9H8O2 at a distorted geometry.

Energy   -13552.93048 eV
Multiplicity   1
Energy relative to the best compared isomer or geometry (same formula, charge and spin)   4.757 eV
HOMO level   -0.299 Eh
SMILES   O=C[C@H]1C=CC=C/C1=C1/CO1
Lowest unoccupied orbital energy   0.22 eV

```
19
C9H8O2, DFT ωB97M-V with the def2-TZVPD basis set
O 0.1000 -2.0520 -2.0202
C -0.6352 -1.8198 -1.0999
C -0.6674 -0.7624 -0.0759
C 0.0743 -1.4777 0.9694
C 1.4113 -1.3737 0.9166
C 2.0496 -0.5082 -0.1209
C 1.3674 0.4992 -0.7044
C -0.0606 0.6556 -0.3180
C -0.6712 1.8300 -0.0922
C -1.6998 2.6981 0.3931
O -0.4684 3.1723 -0.1495
H -1.3335 -2.5434 -0.7410
H -1.6099 -0.7261 0.2784
H -0.4402 -2.2133 1.5804
H 2.0990 -1.9049 1.5717
H 3.0717 -0.5050 -0.2686
H 1.8924 1.3618 -1.2294
H -2.6523 2.8796 -0.2861
H -1.8270 2.7900 1.3964
```


The following is a DFT calculation (ωB97M-V with the def2-TZVPD basis set) of C17H31Cl2N4SeSiTeV as an isolated structure.

⟨S²⟩   0.758
Energy   -155338.84560 eV
Multiplicity   2
Energy relative to the best compared isomer or geometry (same formula, charge and spin)   0.000 eV
HOMO level (alpha / beta)   -0.363 / -0.343 Eh
Net charge   +1
Lowest unoccupied orbital energy (alpha / beta)   -2.22 / -2.19 eV

```
58
C17H31Cl2N4SeSiTeV, DFT ωB97M-V with the def2-TZVPD basis set
V 1.1083 -0.0220 0.5010
C 2.1818 0.9569 4.0527
C 0.9056 0.2056 3.8263
C 0.0937 -0.1973 4.8628
C -1.0789 -0.9034 4.5683
C -1.4199 -1.1818 3.2686
C -0.5674 -0.7289 2.2406
N 0.5693 -0.0528 2.5505
N -0.7053 -0.8554 0.8987
Si -2.1642 -1.3687 0.0888
C -1.9100 -1.0897 -1.7411
C -2.5093 -3.1823 0.3794
C -3.6078 -0.3154 0.6505
H 3.0405 0.3530 3.7530
H 2.3007 1.2216 5.1010
H 2.2002 1.8718 3.4567
H 0.3660 0.0290 5.8834
H -1.7207 -1.2350 5.3747
H -2.3169 -1.7347 3.0302
H -1.1095 -1.7281 -2.1140
H -1.6538 -0.0509 -1.9664
H -2.8249 -1.3359 -2.2859
H -1.6614 -3.7892 0.0532
H -3.3874 -3.5032 -0.1865
H -2.6965 -3.4168 1.4285
H -3.4585 0.7307 0.3681
H -3.7655 -0.3489 1.7301
H -4.5337 -0.6498 0.1761
Cl 3.1328 -1.7500 1.4033
C 4.3089 -0.5963 0.7513
Cl 3.5939 1.0385 0.7166
H 4.5330 -0.8716 -0.2726
H 5.1815 -0.5734 1.3924
C 1.1716 2.0438 -3.2030
N 0.7540 0.7851 -3.7980
C 0.0814 0.6802 -5.0003
C -0.0583 -0.6344 -5.2599
N 0.5337 -1.3173 -4.2180
C 0.6354 -2.7673 -4.1143
C 1.0199 -0.4430 -3.3201
Se 1.9092 -0.9508 -1.7461
H 1.7728 2.6000 -3.9198
H 1.7670 1.8196 -2.3215
H 0.2963 2.6296 -2.9250
H -0.2295 1.5467 -5.5557
H -0.5181 -1.1446 -6.0868
H 0.1835 -3.2019 -5.0012
H 0.1152 -3.1181 -3.2259
H 1.6806 -3.0600 -4.0516
C -1.2068 2.5909 2.0349
Te -0.3720 2.2577 0.1085
C 0.8640 3.9940 0.1528
H -1.8396 3.4731 1.9963
H -0.4070 2.7201 2.7593
H -1.8020 1.7179 2.2926
H 1.4969 3.9680 1.0365
H 0.2403 4.8834 0.1655
H 1.4867 4.0014 -0.7396
```


The following is a DFT calculation (ωB97M-V with the def2-TZVPD basis set) of a 2-piece molecular cluster, C2H7N overall at a distorted geometry.

Energy   -3675.99750 eV
Multiplicity   1
Energy relative to the best compared isomer or geometry (same formula, charge and spin)   1.485 eV
HOMO level   -0.375 Eh
SMILES   C=N.C
Lowest unoccupied orbital energy   1.21 eV

```
10
C2H7N, DFT ωB97M-V with the def2-TZVPD basis set
C 1.9833 5.4749 0.6043
N 3.1834 5.8233 0.3858
H 1.1498 6.2213 0.6503
H 1.7039 4.3303 0.5935
H 3.7184 4.9889 0.6287
C -2.3224 -5.2736 -0.6165
H -2.4275 -4.8903 -1.5848
H -1.3559 -5.1589 -0.0601
H -2.4417 -6.4414 -0.6440
H -3.1912 -5.0744 0.0426
```


The following is a DFT calculation (ωB97M-V with the def2-TZVPD basis set) of C4H12F6I2N2PtSb as an isolated structure.

⟨S²⟩   0.755
Energy   -49598.37792 eV
Multiplicity   2
Energy relative to the best compared isomer or geometry (same formula, charge and spin)   0.412 eV
HOMO level (alpha / beta)   -0.645 / -0.645 Eh
Net charge   +2
Lowest unoccupied orbital energy (alpha / beta)   -8.05 / -11.50 eV

```
28
C4H12F6I2N2PtSb, DFT ωB97M-V with the def2-TZVPD basis set
Pt -0.5465 -0.4005 0.5147
N 0.2974 1.4252 0.7375
C 0.1520 2.3374 -0.4364
C -1.2948 2.7172 -0.6739
C -2.1944 1.5522 -1.0271
N -2.3014 0.5767 0.1167
H -0.0596 1.8775 1.5795
H 1.3015 1.2698 0.8966
H 0.5842 1.8246 -1.2962
H 0.7544 3.2241 -0.2353
H -1.3304 3.4252 -1.5033
H -1.6960 3.2536 0.1930
H -1.8165 1.0011 -1.8881
H -3.2007 1.9035 -1.2547
H -3.1052 -0.0201 -0.0693
H -2.5667 1.0934 0.9574
I -2.1500 -2.6786 0.2667
C -1.0792 -4.5358 0.4764
I 0.8818 -3.8113 0.3949
H -1.3199 -5.1470 -0.3875
H -1.3361 -4.9696 1.4360
F 1.3602 -1.0785 0.9522
Sb 3.3599 -0.8152 0.1032
F 3.0371 0.9812 0.6090
F 2.2776 -0.5117 -1.3989
F 4.9902 -0.6119 -0.7107
F 3.1156 -2.6808 -0.1844
F 3.8857 -1.2016 1.8319
```


Q: energy of number 4 (C4H12F6I2N2PtSb)?
A: -49598.37792 eV